# 1
{"formula": "C37H40HgOP2", "method": "ωB97M-V/def2-TZVPD", "lumo_ev": [-0.4, -0.4], "spin_multiplicity": 1, "de_lowest_kj_mol": 245.8, "charge": 0, "elements": ["C", "H", "H", "C", "C", "H", "H", "C", "C", "H", "H", "H", "H", "C", "H", "C", "C", "C", "H", "H", "C", "H", "H", "H", "C", "H", "C", "H", "H", "C", "H", "C", "C", "C", "H", "C", "C", "Hg", "C", "H", "C", "H", "C", "P", "C", "H", "C", "O", "H", "C", "H", "C", "H", "H", "C", "H", "H", "H", "C", "C", "P", "C", "H", "C", "H", "H", "H", "C", "H", "C", "H", "H", "C", "C", "C", "C", "H", "H", "C", "H", "H"], "xyz": [[-2.8451, -3.5122, -0.2401], [0.3659, 2.3404, 1.3641], [-6.1014, 2.6130, 0.8381], [-4.3125, -0.2640, 0.4361], [-5.2340, 1.9355, 0.7928], [-2.3528, 1.7702, -1.7306], [6.7795, -3.5979, 3.4181], [-1.7021, 3.0869, 2.9799], [0.3361, 1.4510, 0.7279], [3.8940, 4.6793, -0.2174], [2.8666, 1.3370, 2.2858], [3.9481, 0.6694, -1.8424], [-0.1963, 2.4383, -5.3191], [-3.4822, -4.5530, 0.4431], [2.7178, -3.3134, 1.9742], [6.0212, -3.0792, 2.8284], [4.7156, -3.5960, 2.7729], [3.7969, 1.3482, -1.0034], [-0.4639, 3.5625, -4.0059], [-3.8466, -5.4140, -0.1169], [3.3900, 0.8279, 0.2440], [-4.5139, -1.3114, 0.2390], [4.2665, 3.1228, -2.1258], [1.1524, 0.7776, 1.0153], [3.2400, 1.7311, 1.3358], [-4.0997, -5.3424, 2.3608], [-0.8030, -1.0470, -3.0487], [-0.5428, -2.0239, -2.6163], [-3.2905, -3.3601, 3.6429], [-0.2997, 2.4893, -4.2184], [4.4625, -4.5113, 3.3156], [1.4990, -1.5340, -0.4185], [-1.5429, 1.2760, -2.2724], [-2.8473, 1.5977, 0.6392], [-2.1727, -1.5063, 2.4533], [5.4003, -1.2445, 1.3806], [-3.9365, 2.4493, 0.7361], [0.3307, 1.9310, -1.3605], [0.1191, -1.7331, -0.2587], [7.3803, -1.5201, 2.1821], [1.1844, 0.7255, -3.0531], [3.1882, 3.7720, 2.0011], [-1.6103, -0.2099, -2.0344], [-1.5205, -0.9329, -0.1837], [3.3877, 3.0959, 1.1638], [-3.7534, 3.5412, 0.7700], [6.3599, -1.9119, 2.1299], [-1.3256, 4.1351, 2.6436], [-2.9866, 2.4770, 4.4918], [3.7423, -2.9420, 2.0310], [1.1977, -1.2672, -3.7595], [-1.5409, 1.7004, -3.7380], [-1.5092, -1.2875, -3.8617], [-2.6665, -0.4996, -2.1865], [4.0724, -1.7431, 1.3418], [-6.4060, 0.0996, 0.8963], [0.2146, -0.1882, -4.7293], [-1.7252, 0.8469, -4.3960], [-2.9917, 0.2194, 0.3984], [0.4718, -0.4391, -3.6897], [2.7571, -0.8183, 0.6113], [-2.5254, -2.3759, 1.8925], [-2.4223, 2.3253, -3.9190], [3.9680, 2.7257, -1.1560], [1.9786, -2.2326, -1.1365], [-0.5204, 0.8079, 0.9855], [1.8157, 2.7085, -3.6672], [3.7671, 3.6033, -0.0828], [-0.1271, -2.8057, -0.4137], [-3.1599, -3.4102, 2.5600], [-1.3465, 1.6389, 4.4023], [-1.8562, 2.0386, 0.6757], [-2.2010, 2.0524, 3.8227], [-5.4157, 0.5486, 0.7404], [-2.3842, -2.4118, 0.4884], [-3.6351, -4.5102, 1.8355], [-2.6437, 1.2498, 3.2030], [5.6464, -0.3315, 0.8368], [0.9461, 2.0741, -3.4671], [-2.7309, -3.5297, -1.3255], [2.2099, 0.4905, -2.7335]], "lowdin_charge": [-0.085, -0.014, 0.108, -0.086, -0.082, 0.054, 0.094, -0.295, -0.285, 0.101, 0.107, 0.097, 0.121, -0.082, 0.099, -0.106, -0.104, -0.128, 0.109, 0.103, -0.415, 0.099, 0.099, -0.092, -0.143, 0.101, -0.203, 0.085, 0.108, -0.207, 0.100, -0.386, -0.402, -0.172, 0.109, -0.098, -0.090, 1.248, -0.326, 0.102, -0.214, 0.109, -0.379, 1.094, -0.092, 0.121, -0.102, 0.103, 0.095, -0.110, 0.118, -0.242, 0.110, 0.104, -0.384, 0.107, 0.115, 0.094, -0.259, -0.164, 0.998, -0.103, 0.106, -0.114, 0.062, -0.064, 0.109, -0.092, 0.065, -0.077, 0.111, 0.043, -0.065, -0.074, -0.373, -0.082, 0.067, 0.096, -0.253, 0.111, 0.067]}



# 2
{"formula": "H48O24", "method": "ωB97M-V/def2-TZVPD", "lumo_ev": -0.9, "spin_multiplicity": 1, "de_lowest_kj_mol": 306.8, "charge": 0, "elements": ["H", "H", "H", "O", "H", "H", "H", "H", "H", "H", "H", "H", "H", "H", "H", "H", "O", "O", "O", "H", "H", "O", "O", "H", "O", "H", "O", "H", "H", "H", "H", "O", "O", "H", "O", "H", "H", "H", "O", "H", "H", "H", "O", "O", "H", "O", "O", "H", "O", "H", "H", "O", "O", "H", "O", "H", "H", "O", "H", "H", "H", "H", "O", "H", "O", "H", "O", "H", "H", "H", "H", "H"], "xyz": [[23.0389, 27.8390, -10.8282], [27.5331, 29.9727, -14.2475], [23.2409, 28.2101, -7.2358], [21.0866, 23.6217, -10.6072], [22.5474, 26.0874, -16.0262], [20.3433, 27.5744, -10.6198], [25.1471, 28.9620, -7.5830], [23.2304, 29.8439, -16.9849], [24.2790, 28.8472, -14.5876], [20.9278, 23.6706, -11.5499], [26.8258, 28.5317, -10.7348], [20.0436, 30.8323, -8.7250], [24.2217, 22.3396, -10.3917], [25.4531, 24.9946, -15.3816], [26.8878, 24.8539, -15.8441], [27.0441, 31.0852, -8.9246], [24.8627, 28.4502, -13.9410], [23.6072, 27.6900, -6.5206], [27.0354, 27.9925, -11.4974], [19.8988, 27.2806, -8.4737], [20.3701, 28.4240, -7.6005], [26.7683, 31.2010, -9.8339], [28.0867, 30.9945, -12.6897], [23.7297, 29.3791, -9.0984], [25.7434, 22.7902, -9.4295], [28.6176, 30.2010, -12.7594], [21.0933, 28.1405, -10.8021], [23.1894, 24.3910, -14.9889], [25.2084, 23.4740, -9.0265], [22.4408, 30.0635, -8.6956], [24.1228, 27.1163, -11.5994], [24.2017, 30.7070, -10.6740], [23.3029, 25.2954, -14.6968], [22.2041, 27.5115, -16.4082], [23.8047, 27.9925, -11.3817], [24.1917, 29.9469, -11.2558], [21.4070, 26.0964, -7.7742], [27.6285, 30.9040, -11.8542], [26.0787, 29.0449, -7.7869], [23.4216, 31.2055, -10.9170], [23.0231, 25.2890, -13.7814], [21.7711, 24.7120, -7.2815], [23.5895, 25.1258, -11.7955], [23.4713, 22.0234, -10.8948], [26.3407, 28.1863, -12.1267], [21.9475, 26.6028, -16.5654], [22.1527, 25.5618, -7.5014], [24.2810, 28.1625, -13.2374], [20.3741, 27.4690, -7.6645], [21.7866, 22.9753, -10.5150], [26.3821, 26.4670, -11.1277], [25.9546, 25.7071, -10.7328], [26.3686, 26.1004, -8.1960], [26.0248, 30.6069, -9.9367], [27.3495, 29.2526, -14.8509], [27.1586, 26.2177, -7.6683], [23.0483, 24.6604, -11.1577], [26.0060, 24.5146, -15.9981], [23.0649, 26.9017, -6.4949], [23.8239, 21.8486, -11.7673], [25.9131, 25.3652, -7.7859], [19.0605, 29.8365, -8.1471], [19.9845, 29.9442, -8.3728], [25.9889, 22.2178, -8.7025], [23.2719, 29.4391, -16.1185], [26.5764, 28.8235, -14.4843], [22.9294, 29.2472, -8.5900], [24.4362, 25.2297, -11.3614], [26.1152, 25.8023, -9.7940], [26.4926, 28.3213, -7.3163], [22.6778, 29.9624, -15.5804], [20.9126, 28.9432, -10.3130]], "lowdin_charge": [0.019, -0.022, -0.038, -0.058, -0.038, 0.047, -0.001, 0.067, 0.010, 0.036, 0.046, 0.074, -0.012, -0.006, 0.031, 0.032, -0.033, -0.070, -0.003, 0.043, 0.006, -0.049, -0.044, 0.022, -0.018, 0.038, -0.025, 0.068, 0.036, 0.047, 0.013, -0.030, -0.034, -0.017, -0.055, 0.018, -0.017, -0.001, -0.031, 0.064, 0.024, 0.049, -0.050, -0.044, 0.026, -0.074, -0.056, 0.006, -0.032, -0.014, -0.008, -0.054, -0.011, -0.025, -0.067, 0.075, 0.013, -0.055, -0.010, 0.060, 0.063, 0.075, -0.033, 0.063, -0.024, -0.033, -0.032, -0.019, -0.019, 0.023, 0.058, 0.012]}



# 3
{"formula": "C10H9Cl2N5O", "method": "ωB97M-V/def2-TZVPD", "lumo_ev": 0.0, "spin_multiplicity": 1, "charge": 0, "elements": ["C", "C", "C", "H", "H", "H", "Cl", "C", "C", "C", "Cl", "H", "N", "C", "H", "O", "C", "N", "N", "C", "H", "N", "C", "N", "H", "H", "H"], "xyz": [[-1.9565, 1.8408, 3.5196], [1.1446, 2.7651, 1.3358], [1.0310, 1.3793, 1.2979], [0.5209, 3.3802, 0.3958], [-0.0649, 4.0142, 2.9126], [0.8781, 2.5474, 3.5457], [0.0543, 0.7974, -2.9088], [0.2707, 3.2251, 2.5665], [0.2723, -1.9440, -2.4896], [0.8925, -1.4727, 0.0648], [0.5479, -4.7288, -2.3963], [1.1109, -3.5938, 0.1158], [-3.0113, 2.0593, 1.5418], [0.7207, -0.3948, -0.5490], [1.3199, -1.4894, 1.3388], [1.4113, 0.5824, 2.1865], [0.8617, -2.9569, -1.8045], [-1.6537, 2.5728, 1.4371], [-1.0199, 2.5822, 2.4786], [0.3508, -0.7073, -1.9339], [-1.5164, 1.4865, 4.4636], [-2.8817, 1.5317, 2.8376], [1.0654, -2.8215, -0.4356], [0.7225, 0.9015, 0.1113], [0.1575, -2.1844, -3.3916], [1.9906, 3.2053, 1.5491], [0.4132, 1.5264, -0.7826]], "lowdin_charge": [-0.108, -0.081, -0.567, 0.200, 0.028, 0.216, 0.647, -0.079, -0.131, -0.045, 0.531, 0.029, 0.049, -0.259, 0.219, 0.029, -0.486, 0.009, -0.148, -0.446, 0.120, -0.057, -0.045, 0.138, 0.041, 0.067, 0.129]}



# 4
{"formula": "CFO3", "method": "ωB97M-V/def2-TZVPD", "lumo_ev": 3.7, "spin_multiplicity": 1, "de_lowest_kj_mol": 96.8, "charge": -1, "elements": ["O", "O", "F", "C", "O"], "xyz": [[-1.6482, 0.9571, 0.1037], [1.6479, 0.8230, -0.1527], [2.3397, -0.4078, 0.1177], [-1.2663, -0.1216, 0.0066], [-1.0730, -1.2507, -0.0753]], "lowdin_charge": [0.180, -0.472, -0.420, -0.476, 0.187]}



no.,largest force on an atom (Eh/bohr)
1,0.079
2,0.030
3,0.270
4,0.029